Here is a single C22H30N4O4S2 molecule from OMol25. Energies are from wB97M-V/def2-TZVPD.

Values from the calculation:
HOMO	-8.77	eV
frontier orbital gap	8.7	eV
charge	0
SMILES string	C/C(=N/OCC(=O)NCCCCCCNC(=O)CO/N=C(/C)c1cccs1)c1cccs1
ΔE to the lowest compared entry with this formula, charge and spin	0.0	kcal/mol

Structure (XYZ):
```
62
Properties=species:S:1:pos:R:3:forces:R:3:mulliken_charge:R:1
C -2.208949 -0.586225 -1.323043 0.051 -0.027 -0.109 -1.1242
C -1.229289 0.416450 -1.845893 0.305 -0.028 -0.146 0.2387
N -0.207878 -0.065736 -2.444727 0.341 -0.995 -0.290 -0.5173
O 0.706175 0.869332 -2.945540 -0.513 0.309 0.510 -0.1310
C 1.569237 0.284609 -3.897484 0.097 -0.370 -0.347 -0.3844
H 1.922434 1.112030 -4.519575 0.001 -0.121 0.057 0.3063
C 2.792613 -0.434857 -3.318338 -0.480 0.322 0.029 0.6006
O 3.533596 -1.079411 -4.029122 0.099 -0.159 -0.313 -0.6867
N 2.972417 -0.247595 -2.000929 -0.110 0.221 0.517 0.1519
H 2.271893 0.273672 -1.496168 -0.034 -0.022 -0.184 -0.0115
C 4.032689 -0.886293 -1.258065 0.190 -0.370 -0.063 -1.2076
H 4.747615 -1.252078 -1.998664 -0.002 0.118 0.131 0.4799
C 3.525008 -2.050371 -0.403594 -0.092 0.428 0.006 -0.5290
C 2.568804 -1.575079 0.687567 0.234 -0.364 0.078 1.1275
C 2.150593 -2.679093 1.658696 -0.083 0.010 -0.157 -1.2081
C 1.371458 -3.835738 1.027930 -0.105 0.199 0.033 -0.8247
C 0.124609 -3.394385 0.252669 0.146 -0.363 0.036 -1.0098
N -0.707926 -2.497450 1.018354 0.422 0.225 -0.148 0.6226
C -1.817045 -2.873766 1.668705 -0.098 0.667 0.136 0.6194
O -2.283231 -3.992607 1.661410 -0.202 -0.286 0.131 -0.7071
C -2.489563 -1.742087 2.454014 -0.460 -0.342 0.257 -0.5150
H -3.557489 -1.729358 2.213716 0.176 -0.018 -0.027 0.3804
H -2.386708 -1.958621 3.525351 -0.014 0.024 -0.150 0.3436
O -1.904276 -0.486946 2.148907 0.257 0.716 -0.115 0.0452
N -2.765953 0.554666 2.487760 -0.839 -0.517 0.348 -0.9834
C -2.336333 1.742657 2.299374 0.030 -0.286 -0.023 0.6323
C -1.047440 2.118253 1.773543 0.797 -0.301 -0.214 0.2894
C -0.566601 3.385586 1.549749 -0.307 -0.353 0.179 -0.4146
C 0.731735 3.401081 1.014703 0.286 -0.078 -0.052 -1.5335
C 1.237483 2.151138 0.832847 -0.285 -0.269 0.170 0.1419
S 0.135491 0.931718 1.314307 0.325 0.689 0.001 0.5213
H 2.199989 1.879376 0.447213 0.261 -0.022 -0.095 0.5431
H 1.265937 4.301895 0.771722 0.104 0.139 -0.054 0.4182
H -1.128391 4.277324 1.758790 -0.160 0.136 0.048 0.4995
C -3.295190 2.833415 2.666418 -0.032 -0.143 0.035 -1.3568
H -2.867805 3.461522 3.445485 0.013 0.092 0.043 0.3381
H -4.217170 2.389158 3.028949 -0.042 0.015 0.013 0.4057
H -3.506856 3.453627 1.798152 -0.022 0.102 -0.064 0.2291
H -0.392979 -1.546705 1.126552 -0.133 -0.014 -0.003 -0.3651
H 0.407049 -2.893539 -0.676981 -0.048 -0.027 -0.029 0.2343
H -0.481163 -4.271547 0.014467 0.069 0.127 -0.094 0.5360
H 1.061668 -4.510768 1.827792 0.009 -0.087 -0.034 0.3942
H 2.014867 -4.397420 0.350286 0.019 -0.102 -0.025 0.4270
H 1.540328 -2.230977 2.446160 0.035 -0.033 0.102 0.3105
H 3.044479 -3.089146 2.134339 0.004 0.047 0.093 0.4950
H 1.680642 -1.140755 0.226115 -0.071 0.106 -0.092 -1.0239
H 3.058941 -0.786736 1.265954 -0.022 0.121 -0.008 0.5158
H 4.383955 -2.546524 0.051684 0.034 -0.084 0.028 0.3640
H 3.025967 -2.766097 -1.057196 0.034 -0.102 -0.058 0.2923
H 4.523614 -0.140081 -0.624547 0.032 -0.063 -0.041 0.3561
H 1.024903 -0.423238 -4.530759 0.096 0.103 0.104 0.3396
C -1.520431 1.816152 -1.662904 0.271 0.817 -0.209 0.7737
C -2.638639 2.369028 -1.084822 0.259 -0.314 -0.197 -0.4149
C -2.631903 3.772259 -1.106266 -0.024 0.285 -0.038 -0.8435
C -1.511410 4.279768 -1.690917 0.241 -0.339 -0.154 -0.4048
S -0.445286 3.057008 -2.235866 -0.680 0.441 0.235 -0.0224
H -1.256378 5.310313 -1.840072 0.021 0.253 -0.015 0.5036
H -3.426935 4.380438 -0.711572 -0.125 0.114 0.057 0.4784
H -3.435847 1.786589 -0.659712 -0.138 -0.185 0.071 0.4981
H -1.849137 -1.589031 -1.530291 0.007 -0.059 0.008 0.3275
H -3.174225 -0.445854 -1.805355 -0.105 0.008 -0.032 0.4650
H -2.337760 -0.462946 -0.251280 -0.039 0.010 0.124 -0.0267
```
Forces are in eV/Å.

***

Here is a single C2H4N2OS2 molecule from OMol25. Energies are from wB97M-V/def2-TZVPD.

Values from the calculation:
HOMO	-8.67	eV
frontier orbital gap	9.0	eV
charge	0
SMILES string	O=CNC(=S)NS
ΔE to the lowest compared entry with this formula, charge and spin	23.4	kcal/mol

Structure (XYZ):
```
11
Properties=species:S:1:pos:R:3:forces:R:3:mulliken_charge:R:1
C 0.403652 0.553523 -0.072937 2.523 -1.109 0.984 0.4220
C -1.903527 -0.281674 -0.048442 -0.965 4.038 0.173 0.0097
H 3.310790 -0.032919 0.280812 -1.326 -0.833 -0.174 0.1420
H 0.316759 -1.440054 -0.013925 -1.077 -1.839 0.219 0.2946
H -1.334444 1.749499 -0.076539 1.440 -2.573 0.174 0.2833
H -2.860737 0.183602 -0.181180 -1.024 0.637 -0.274 0.3650
N 0.975368 -0.725592 -0.048392 -1.001 3.533 -0.254 -0.2893
N -0.940237 0.740334 0.010463 -2.508 -0.572 -0.789 -0.1516
O -1.861243 -1.436618 0.117893 1.683 -3.302 0.212 -0.4779
S 2.612219 -1.216127 -0.008011 0.800 0.745 -0.006 -0.1150
S 1.281401 1.906026 0.040253 1.455 1.277 -0.266 -0.4826
```
Forces are in eV/Å.

***

Here is 2 unconnected molecules or ions with the total composition C4H10 from OMol25. Energies are from wB97M-V/def2-TZVPD.

Values from the calculation:
HOMO (spin up / spin down)	-6.16 / -10.71	eV
spin multiplicity	3
frontier orbital gap (spin up / spin down)	7.4 / 8.8	eV
charge	0

Structure (XYZ):
```
14
Properties=species:S:1:pos:R:3:forces:R:3:mulliken_charge:R:1
C -2.051230 0.251232 0.466860 3.234 1.334 0.590 -0.8357
C 2.087505 0.624933 -0.117314 -3.154 6.934 -3.061 -0.6589
C -1.339896 -0.440582 -0.860183 3.299 -2.968 10.474 -0.6870
C 2.459006 -0.542808 0.453148 2.468 -6.574 -1.194 -0.6022
H -3.081613 0.625102 0.398467 0.343 -0.553 -0.254 0.3280
H -1.848337 -0.398817 1.337119 -0.756 0.066 -0.372 0.2753
H -1.370438 1.117775 0.720479 -1.071 -0.340 -0.186 0.2089
H 2.054934 0.867383 -1.184639 0.922 -0.140 0.354 0.3649
H 1.263117 1.183509 0.345583 -0.148 -0.367 -0.050 0.3064
H -1.592159 0.181850 -1.466198 -3.163 6.047 -8.362 0.3262
H -1.832457 -1.288350 -0.554988 -0.503 -2.980 -1.627 0.3725
H -0.226017 -0.367200 -0.663538 -1.390 -0.645 -0.275 0.0076
H 2.862690 -1.312616 -0.360842 -1.147 0.939 2.692 0.2406
H 2.614890 -0.501405 1.486045 1.067 -0.752 1.272 0.3534
```
Forces are in eV/Å.

***

Here is 8 unconnected molecules or ions with the total composition C44H39Cl2N7O14 from OMol25. Energies are from wB97M-V/def2-TZVPD.

Values from the calculation:
HOMO	-9.86	eV
frontier orbital gap	8.9	eV
charge	0
SMILES string	O=[N+]([O-])c1ccccc1.O=[N+]([O-])c1ccccc1.O=[N+]([O-])c1ccccc1.O=[N+]([O-])c1ccccc1.O=[N+]([O-])c1ccccc1.O=[N+]([O-])c1ccccc1.O=[N+]([O-])c1ccccc1.ClCCCl
ΔE to the lowest compared entry with this formula, charge and spin	97.0	kcal/mol

Structure (XYZ):
```
106
Properties=species:S:1:pos:R:3:forces:R:3:mulliken_charge:R:1
Cl -6.172014 -2.222625 -5.846861 0.011 -0.130 0.228 -0.1746
C -7.931274 -1.999875 -5.537101 0.402 0.036 -2.375 -0.4783
C -8.176344 -0.959825 -4.517151 0.162 -0.503 0.773 -0.3603
Cl -7.695374 -1.668085 -2.947021 -0.159 0.419 0.422 -0.1846
H -8.363094 -2.999435 -5.487031 -0.100 0.314 0.738 0.3606
H -8.261324 -1.572715 -6.484041 -0.241 -0.091 -0.124 0.2551
H -9.227464 -0.672565 -4.490111 0.094 -0.039 0.142 0.2870
H -7.538934 -0.102665 -4.734141 -0.163 -0.003 0.199 0.2951
C -2.007494 -8.186945 -11.502481 -0.551 0.714 0.541 -0.5046
C -2.003174 -9.554525 -11.506141 0.473 -0.310 -1.717 -0.2619
C -1.601434 -10.302925 -10.439561 -0.014 -0.474 1.501 -0.4668
C -1.211624 -9.643975 -9.248231 0.046 0.967 -1.414 0.2947
C -1.121864 -8.261365 -9.245001 -0.251 -0.430 -0.484 -0.3677
C -1.589414 -7.571575 -10.363431 0.434 1.260 1.495 -0.3231
N -0.771384 -10.309635 -8.048451 0.265 -1.749 0.895 0.9094
O -0.483594 -11.501595 -8.142351 -0.201 0.704 -0.129 -0.5659
O -0.724244 -9.688085 -6.998601 -0.028 0.027 -0.671 -0.5546
H -2.423424 -7.601735 -12.309281 0.211 -0.099 -0.223 0.3771
H -2.151104 -9.973875 -12.490351 -0.485 -0.737 0.199 0.3382
H -1.673104 -11.377355 -10.522361 0.300 -0.060 0.313 0.3983
H -0.666854 -7.736955 -8.417741 -0.314 -0.036 0.143 0.3990
H -1.635124 -6.501745 -10.222831 0.117 0.218 -0.448 0.3282
C -5.405534 11.200595 2.502829 0.054 -0.691 -0.461 -0.3275
C -4.355544 10.281735 2.362119 -2.060 0.560 -0.476 -0.5404
C -4.683574 9.049775 1.816759 0.744 -1.055 -0.956 -0.1465
C -5.973164 8.654515 1.410479 0.392 1.302 -0.696 0.0177
C -6.977554 9.637225 1.444599 0.020 -0.369 1.061 -0.2540
C -6.691494 10.871065 2.011939 1.136 0.352 0.705 -0.3640
N -6.219654 7.296045 0.788109 -1.654 -1.862 1.956 0.8520
O -7.416524 6.891635 0.804529 2.459 1.538 -0.562 -0.5200
O -5.282144 6.536945 0.558939 -0.642 1.581 -0.191 -0.5505
H -5.115874 12.136185 2.957989 -0.625 0.327 -0.067 0.3476
H -3.349814 10.623435 2.557409 0.106 -0.495 0.168 0.3814
H -3.829774 8.437005 1.567889 -0.198 -0.633 0.139 0.3839
H -8.038964 9.525825 1.279119 0.153 -0.798 -0.652 0.3668
H -7.525254 11.549785 2.114829 0.132 0.244 0.017 0.3529
C -2.707734 -8.302025 8.475859 0.493 -1.380 -0.683 -0.3882
C -1.533524 -9.128875 8.383049 -1.522 2.138 0.012 -0.5172
C -0.495474 -8.588475 7.679319 1.620 2.200 -0.666 -0.2024
C -0.477984 -7.221165 7.197089 -1.388 -2.342 0.534 0.1098
C -1.713594 -6.499145 7.226909 2.876 -0.161 -1.214 -0.1438
C -2.788164 -7.078945 7.803589 -0.697 -0.982 1.603 -0.4306
N 0.782916 -6.692725 6.582509 -1.395 -1.224 -0.910 0.8816
O 1.635416 -7.474095 6.138079 -1.059 1.239 1.084 -0.5552
O 0.740346 -5.494835 6.451009 1.056 0.526 -0.137 -0.5513
H -3.623004 -8.703595 8.885019 0.054 0.003 0.433 0.3475
H -1.315344 -10.066345 8.872889 -0.797 -0.166 -0.009 0.3667
H 0.387876 -9.199895 7.568669 0.304 0.269 -0.126 0.3687
H -1.926684 -5.573265 6.713349 0.822 0.263 0.069 0.3747
H -3.674754 -6.463265 7.839739 -0.358 -0.379 0.004 0.3394
C 6.238316 4.184655 3.599259 1.903 1.134 -0.904 -0.2241
C 5.158806 3.419075 3.868709 0.496 -0.380 -0.059 -0.6397
C 5.228016 2.747875 5.061219 -3.552 -1.342 -0.362 -0.0120
C 6.157876 2.905735 6.024449 0.634 0.515 -0.813 -0.0188
C 7.300876 3.603175 5.707229 0.323 1.609 -0.094 -0.2932
C 7.329146 4.243475 4.472159 -0.120 -0.227 0.249 -0.4775
N 5.914466 2.378975 7.314939 2.142 -1.526 3.387 0.9214
O 4.843496 1.874785 7.620129 0.696 0.701 -0.594 -0.5599
O 6.914016 2.404615 8.101849 -2.303 0.121 -1.578 -0.5730
H 6.315906 4.724385 2.667029 -0.057 0.146 -0.097 0.3537
H 4.372966 3.298535 3.137739 -0.174 -0.120 0.267 0.3944
H 4.378536 2.103325 5.232539 -0.014 -0.151 0.574 0.3728
H 8.053006 3.891365 6.426709 0.088 -0.591 0.128 0.3881
H 8.207146 4.821915 4.225349 -0.057 0.105 -0.112 0.3684
C -1.761824 9.513655 -3.463701 0.046 -1.138 0.349 -0.2275
C -1.170774 10.717085 -3.234091 0.750 1.609 -1.293 -0.4142
C 0.072996 10.893345 -2.646581 0.080 -1.359 1.585 -0.3726
C 0.638006 9.757355 -2.031971 -0.967 -0.181 -0.874 0.3327
C -0.015404 8.497355 -2.184531 0.954 0.216 -0.488 -0.4383
C -1.127734 8.345325 -3.017191 -0.689 1.383 1.415 -0.5361
N 1.960336 9.932985 -1.346911 0.854 -2.063 -0.779 0.9063
O 2.265666 11.022015 -0.953951 -0.347 0.989 0.341 -0.5549
O 2.739746 8.967885 -1.322271 -1.459 0.675 0.017 -0.5412
H -2.753004 9.513705 -3.892601 0.073 -0.281 -0.334 0.3696
H -1.582164 11.574015 -3.746761 -0.344 0.279 0.342 0.3301
H 0.495536 11.874275 -2.486471 0.177 -0.054 -0.238 0.4011
H 0.342406 7.589775 -1.721201 0.476 0.195 0.176 0.3908
H -1.687324 7.421945 -3.042081 0.382 -0.277 -0.204 0.3549
C -0.826694 0.145135 -0.024711 -1.795 2.137 -2.522 -0.3096
C -1.352974 -0.227345 -1.322241 0.318 -0.400 1.910 -0.5929
C -1.068674 -1.475185 -1.764341 1.885 -2.119 0.749 -0.3552
C -0.109934 -2.273255 -1.005421 -1.320 1.195 -0.133 0.1615
C 0.540956 -1.764445 0.122539 -0.819 0.090 0.180 -0.1596
C 0.136956 -0.496785 0.652279 0.735 -2.115 -0.696 -0.4692
N 0.015296 -3.690395 -1.402751 3.038 -2.336 0.607 0.8277
O 0.661916 -4.441355 -0.554031 -2.590 2.326 -2.984 -0.5395
O -0.327694 -4.059675 -2.543591 0.348 0.846 2.780 -0.5194
H -1.250484 1.090825 0.279389 0.268 0.161 0.618 0.3181
H -2.088124 0.381435 -1.827551 0.074 0.159 0.100 0.3762
H -1.490974 -1.989765 -2.614811 -0.160 0.355 -0.184 0.4301
H 1.240016 -2.332385 0.718489 0.041 -0.340 -0.380 0.4274
H 0.551396 -0.142795 1.584659 -0.023 0.034 -0.044 0.4043
C 7.285266 -4.727085 2.888429 -1.173 1.150 -0.287 -0.5798
C 6.629146 -4.948915 1.660689 -0.322 0.623 -0.081 -0.3315
C 6.618206 -3.953215 0.663809 -0.474 -1.809 -0.565 -0.2619
C 7.270666 -2.777285 0.828539 0.820 0.619 1.240 0.0324
C 7.742966 -2.487035 2.073049 1.076 0.423 0.825 -0.2183
C 7.719556 -3.435485 3.094959 1.411 0.869 -0.750 -0.3284
N 7.441216 -1.795175 -0.225191 -1.009 2.309 -0.911 0.9338
O 6.769216 -1.967705 -1.219341 -0.010 -0.744 -0.501 -0.5634
O 8.076646 -0.743955 -0.074701 0.046 -1.677 0.790 -0.5908
H 7.319096 -5.296165 3.805709 -0.187 -1.021 -0.556 0.3583
H 5.995796 -5.794065 1.434889 0.362 -0.410 0.263 0.3623
H 6.123056 -4.117465 -0.281841 -0.081 -0.271 0.004 0.4383
H 8.251606 -1.547475 2.230889 -0.082 0.118 0.067 0.4179
H 8.301736 -3.150635 3.958869 -0.398 -0.169 0.469 0.3311
```
Forces are in eV/Å.